Entry 1:
This record from OMol25 describes 9 unconnected molecules or ions with the total composition C18H35Br2NO28S7. The level of theory is ωB97M-V/def2-TZVPD.

Geometry as ORCA input:
```
! RIJCOSX wB97M-V def2-TZVPD def2/J DEFGRID3
* xyz 0 1
O -4.036 -3.734 5.243
S -3.190 -2.844 4.487
O -2.316 -3.339 3.424
O -4.055 -1.503 3.870
C -3.788 -0.291 4.683
C -2.361 -0.533 5.302
O -2.261 -1.958 5.527
H -3.867 0.655 4.147
H -4.592 -0.223 5.416
H -2.261 0.013 6.240
H -1.607 -0.157 4.611
O -1.838 6.224 -4.566
S -2.192 4.784 -4.687
O -3.515 4.179 -4.576
O -1.384 3.989 -5.906
C -0.773 2.739 -5.515
C -1.011 2.545 -4.024
O -1.121 3.867 -3.677
H -1.274 2.040 -6.184
H 0.297 2.862 -5.688
H -0.159 2.163 -3.461
H -1.954 2.021 -3.872
O 2.323 -5.108 -3.718
S 2.935 -4.728 -2.447
O 4.266 -4.026 -2.349
O 1.895 -3.904 -1.521
C 2.035 -4.072 -0.193
C 2.596 -5.448 0.032
O 2.782 -5.943 -1.278
H 2.776 -3.321 0.082
H 1.075 -3.976 0.313
H 1.890 -5.943 0.697
H 3.563 -5.316 0.517
O -1.648 1.470 1.719
S -1.180 1.089 0.391
O -1.283 2.026 -0.745
O 0.340 0.440 0.552
C 0.349 -0.871 1.159
C -1.071 -1.393 0.903
O -1.654 -0.477 0.055
H 1.164 -1.444 0.717
H 0.568 -0.720 2.216
H -1.635 -1.313 1.832
H -1.105 -2.355 0.392
O 5.668 -0.994 -0.190
S 5.443 -1.323 1.218
O 5.890 -2.655 1.605
O 6.116 -0.153 2.188
C 5.231 0.527 3.009
C 3.897 -0.266 2.998
O 3.955 -0.927 1.725
H 5.641 0.592 4.018
H 5.039 1.576 2.782
H 3.010 0.364 2.923
H 3.891 -0.810 3.943
O 5.545 4.127 -1.475
S 4.825 3.079 -0.822
O 5.229 2.704 0.495
O 3.204 3.354 -0.865
C 2.558 2.122 -0.787
C 3.390 1.087 -1.600
O 4.624 1.761 -1.831
H 2.393 1.800 0.242
H 1.549 2.113 -1.200
H 3.066 0.966 -2.634
H 3.540 0.104 -1.154
O 0.921 -1.072 -2.018
S -0.141 -1.375 -2.964
O -0.441 -0.362 -3.960
O 0.041 -2.941 -3.564
C -1.114 -3.667 -3.584
C -1.742 -3.306 -2.230
O -1.522 -1.906 -2.111
H -1.704 -3.527 -4.490
H -1.011 -4.752 -3.561
H -1.374 -3.807 -1.334
H -2.809 -3.485 -2.359
Br -1.784 7.075 1.561
C -3.037 5.611 2.061
C -2.889 4.437 1.059
Br -3.773 5.204 -0.562
H -4.049 6.017 2.057
H -2.844 5.328 3.096
H -3.443 3.560 1.394
H -1.844 4.269 0.799
C -4.677 0.395 1.013
C -6.079 -0.056 0.887
N -7.210 -0.449 0.808
H -4.601 0.935 1.957
H -4.317 0.994 0.177
H -3.986 -0.435 1.165
*
```

Computed properties:
HOMO, Eh: -0.3652
SMILES: O=S1(=O)OCCO1.O=S1(=O)OCCO1.O=S1(=O)OCCO1.O=S1(=O)OCCO1.O=S1(=O)OCCO1.O=S1(=O)OCCO1.O=S1(=O)OCCO1.BrCCBr.CC#N


Entry 2:
This record from OMol25 describes a molecular structure, C18H35ClLuNO2P2Si. The level of theory is ωB97M-V/def2-TZVPD.

Geometry as ORCA input:
```
! RIJCOSX wB97M-V def2-TZVPD def2/J DEFGRID3
* xyz 2 1
C -0.103 3.367 -5.834
C -0.057 2.375 -4.723
H -0.665 2.912 -6.658
H 0.902 3.619 -6.204
H -0.610 4.294 -5.538
O -0.439 1.224 -4.765
Cl 0.630 3.006 -3.168
Lu 0.290 0.745 -0.253
P 1.947 -0.846 -1.738
C 1.944 -2.614 -2.167
C 2.404 -0.243 -3.406
H 3.338 -0.734 -3.692
H 4.263 -1.251 -1.530
H 2.511 0.844 -3.393
H 3.878 0.293 -0.679
H 1.206 -2.797 -2.960
H 1.594 -0.489 -4.107
C 3.563 -0.743 -0.855
H 2.954 -2.869 -2.526
H 3.525 -1.256 0.116
H 1.680 -3.225 -1.298
P -2.359 1.401 -0.132
C -3.863 0.373 0.046
C -2.500 2.397 1.418
H -2.281 3.267 -1.702
H -3.892 3.077 -0.917
H -3.384 1.981 -2.251
C -3.046 2.555 -1.377
H -1.771 3.218 1.450
H -3.525 2.794 1.390
H -4.682 1.037 0.372
H -3.708 -0.432 0.777
H -2.354 1.780 2.318
H -4.105 -0.079 -0.927
C -0.966 -0.869 -1.400
O -1.593 -1.751 -1.876
C 1.650 1.903 1.719
Si 1.138 0.340 2.661
C 2.634 -0.621 3.238
C 0.152 0.766 4.198
N 0.202 -0.553 1.497
C -0.320 -1.768 1.970
C 0.377 -2.961 1.729
C -0.179 -4.187 2.067
C -1.444 -4.227 2.683
C -2.156 -3.037 2.928
C -1.587 -1.811 2.587
H 2.203 2.373 2.554
H 0.836 2.603 1.444
H 2.374 1.758 0.893
H 3.045 -0.070 4.092
H 2.391 -1.636 3.591
H 3.407 -0.696 2.464
H -0.606 1.539 4.020
H -0.341 -0.104 4.664
H 0.883 1.151 4.924
H 1.336 -2.888 1.212
H 0.383 -5.107 1.905
H -1.860 -5.178 3.000
H -3.121 -3.075 3.427
H -2.125 -0.876 2.721
*
```

Computed properties:
HOMO, Eh: -0.4954